Here is an isolated molecule of C3H3NO2S from the OMol25 dataset. Energies are from the ωB97M-V functional and the def2-TZVPD basis.

As for the HOMO energy: -0.383 hartree. The lowest unoccupied orbital energy is -0.62 eV. For the orbital gap, the calculation gives 9.808 eV. As for the energy above the lowest of the compared OMol25 structures with the same formula, charge and spin: 3.737 eV. The structure (SMILES) is O=S1(=O)C=CC=N1.

Geometry (Å):
O  -0.526  3.256  0.663
S  -0.298  2.067  1.368
O  -0.018  2.090  2.777
C  0.774  1.024  0.406
C  0.042  0.032  -0.095
C  -1.403  -0.021  0.347
N  -1.912  0.846  1.082
H  1.782  1.188  0.333
H  0.591  -0.749  -0.707
H  -2.112  -0.748  0.032

Atom charges from the Mulliken analysis, given in e for atoms 1 to 6: atom 1 (O): -0.49, atom 2 (S): 0.89, atom 3 (O): -0.52, atom 4 (C): -0.33, atom 5 (C): -0.25, atom 6 (C): 0.01

Here is a structure of composition C40H44IrN6O4P2 from the OMol25 dataset. Energies are from the ωB97M-V functional and the def2-TZVPD basis.

As for the spin multiplicity: 2. As for the HOMO energy (alpha / beta): -0.452 / -0.452 hartree. As for the expectation value of S²: 0.78. The lowest unoccupied orbital energy (alpha / beta) is -4.91 / -6.29 eV. For the orbital gap (alpha / beta), the calculation gives 7.390 / 6.010 eV. As for the energy above the lowest of the compared OMol25 structures with the same formula, charge and spin: 2.160 eV. Its net charge is +2.

Geometry (Å):
Ir  0.291  0.342  0.122
C  -0.781  1.930  2.708
P  -1.584  1.088  1.279
C  -2.287  -0.442  2.014
C  -1.171  -2.490  3.353
C  -2.435  -3.171  3.764
C  -3.727  -3.044  3.327
C  -4.212  -2.205  2.338
C  -3.423  -1.258  1.569
C  -2.945  2.219  0.971
C  -2.754  3.374  0.218
C  -3.768  4.318  0.141
C  -4.969  4.112  0.802
C  -5.157  2.971  1.571
C  -4.144  2.031  1.667
C  0.079  2.841  1.894
C  0.180  4.205  1.810
C  0.836  4.492  0.577
C  1.089  3.285  -0.025
C  1.523  2.897  -1.397
P  0.406  1.511  -1.853
C  1.113  0.842  -3.395
C  2.423  1.122  -3.789
C  2.930  0.584  -4.966
C  2.142  -0.243  -5.750
C  0.836  -0.526  -5.366
C  0.323  0.016  -4.200
C  -1.191  2.087  -2.452
C  -2.293  1.244  -2.334
C  -3.505  1.599  -2.907
C  -3.623  2.806  -3.582
C  -2.524  3.647  -3.707
C  -1.303  3.281  -3.162
N  0.666  2.258  0.788
H  -0.233  1.243  3.345
H  -1.507  2.485  3.298
H  -0.556  -3.255  2.862
H  -2.262  -3.908  4.542
H  -4.455  -3.692  3.800
H  -5.260  -2.248  2.078
H  -3.961  -0.782  0.755
H  -1.811  3.563  -0.272
H  -3.612  5.220  -0.436
H  -5.758  4.850  0.735
H  -6.086  2.820  2.105
H  -4.297  1.160  2.296
H  -0.185  4.915  2.536
H  1.089  5.465  0.185
H  2.545  2.505  -1.395
H  1.499  3.713  -2.116
H  3.057  1.781  -3.212
H  3.940  0.825  -5.272
H  2.538  -0.658  -6.668
H  0.214  -1.161  -5.982
H  -0.700  -0.202  -3.918
H  -2.195  0.299  -1.808
H  -4.358  0.939  -2.823
H  -4.572  3.090  -4.020
H  -2.614  4.582  -4.245
H  -0.445  3.930  -3.292
N  2.266  -0.274  -0.278
C  2.272  -1.322  -1.345
C  3.657  -1.817  -1.777
C  4.695  -2.371  -0.789
C  4.661  -3.884  -0.590
N  3.418  -4.386  -0.007
C  3.013  -4.072  1.207
N  3.879  -3.665  2.142
N  1.709  -4.144  1.500
C  1.098  -2.272  -1.049
O  1.127  -3.467  -1.328
O  0.098  -1.690  -0.469
H  2.832  0.500  -0.618
H  2.690  -0.571  0.604
H  1.927  -0.793  -2.232
H  4.109  -0.948  -2.266
H  3.494  -2.544  -2.576
H  4.673  -1.838  0.167
H  5.681  -2.163  -1.210
H  5.518  -4.226  -0.006
H  4.744  -4.378  -1.556
H  2.671  -4.557  -0.677
H  4.860  -3.857  2.027
H  3.562  -3.492  3.081
H  1.039  -4.152  0.740
H  1.423  -3.770  2.382
O  -2.076  -1.657  1.028
C  -1.175  -1.348  2.376
C  -0.407  -2.058  4.630
C  0.824  -1.185  4.349
C  1.116  -0.926  2.885
O  2.261  -0.717  2.503
N  0.062  -0.848  2.018
H  -0.098  -2.978  5.126
H  -1.098  -1.561  5.311
H  1.725  -1.581  4.814
H  0.692  -0.189  4.780

Atom charges from the Mulliken analysis, given in e for atoms 1 to 6: atom 1 (Ir): 3.58, atom 2 (C): -0.24, atom 3 (P): 1.22, atom 4 (C): -0.81, atom 5 (C): 1.26, atom 6 (C): -1.15

Here is an isolated molecule of C20H25N3O3S from the OMol25 dataset. Energies are from the ωB97M-V functional and the def2-TZVPD basis.

As for the HOMO energy: -0.301 hartree. The lowest unoccupied orbital energy is 0.49 eV. For the orbital gap, the calculation gives 8.677 eV. As for the energy above the lowest of the compared OMol25 structures with the same formula, charge and spin: 1.532 eV. The structure (SMILES) is COc1ccccc1CN1C[C@@H](C(=O)N(C)Cc2nc(C)cs2)CCC1=O.

Geometry (Å):
C  0.000  -3.282  -1.971
O  1.112  -2.548  -1.525
C  1.369  -2.505  -0.179
C  0.595  -3.140  0.782
C  0.919  -3.027  2.122
C  2.018  -2.290  2.519
C  2.797  -1.666  1.562
C  2.491  -1.766  0.216
C  3.331  -1.030  -0.795
N  3.017  0.390  -0.797
C  1.774  0.815  -1.389
C  1.005  1.865  -0.559
C  -0.023  1.180  0.335
O  0.098  0.023  0.688
N  -1.068  1.932  0.770
C  -1.452  3.211  0.221
C  -2.035  1.238  1.611
C  -2.974  0.427  0.787
N  -4.190  0.752  0.526
C  -4.807  -0.151  -0.282
C  -6.228  0.066  -0.674
C  -4.016  -1.196  -0.650
S  -2.440  -1.052  0.034
C  1.971  2.676  0.321
C  3.360  2.702  -0.311
C  3.900  1.282  -0.309
O  4.997  0.986  0.125
H  -0.933  -2.883  -1.559
H  0.087  -4.343  -1.715
H  -0.009  -3.174  -3.055
H  -0.277  -3.711  0.501
H  0.298  -3.518  2.858
H  2.265  -2.199  3.566
H  3.657  -1.081  1.853
H  4.389  -1.106  -0.531
H  3.168  -1.437  -1.796
H  1.975  1.237  -2.385
H  1.151  -0.072  -1.512
H  0.492  2.528  -1.260
H  -0.631  3.925  0.285
H  -1.775  3.125  -0.821
H  -2.288  3.600  0.799
H  -2.598  1.967  2.196
H  -1.471  0.577  2.276
H  -6.330  1.023  -1.182
H  -6.566  -0.730  -1.331
H  -6.856  0.091  0.215
H  -4.268  -2.026  -1.278
H  2.048  2.206  1.304
H  1.602  3.693  0.464
H  4.041  3.331  0.262
H  3.309  3.083  -1.334

Atom charges from the Mulliken analysis, given in e for atoms 1 to 6: atom 1 (C): -0.71, atom 2 (O): -0.37, atom 3 (C): 0.79, atom 4 (C): -0.57, atom 5 (C): -0.63, atom 6 (C): -0.92

Here is an isolated molecule of C4H4 from the OMol25 dataset. Energies are from the ωB97M-V functional and the def2-TZVPD basis.

As for the HOMO energy: -0.365 hartree. The lowest unoccupied orbital energy is -1.41 eV. For the orbital gap, the calculation gives 8.533 eV. As for the energy above the lowest of the compared OMol25 structures with the same formula, charge and spin: 2.851 eV.

Geometry (Å):
C  -2.466  2.272  0.509
C  -1.441  1.743  0.073
C  -0.685  0.899  -0.668
C  0.112  -0.096  0.102
H  -0.584  0.937  -1.706
H  -0.714  -0.766  0.519
H  0.754  0.385  0.801
H  0.518  -0.654  -0.633

Atom charges from the Mulliken analysis, given in e for atoms 1 to 6: atom 1 (C): -0.41, atom 2 (C): -0.04, atom 3 (C): -0.07, atom 4 (C): -0.78, atom 5 (H): 0.39, atom 6 (H): 0.26

Here is a cluster of 2 separate species, C6H14N2O in total from the OMol25 dataset. Energies are from the ωB97M-V functional and the def2-TZVPD basis.

As for the HOMO energy: -0.288 hartree. The lowest unoccupied orbital energy is 0.56 eV. For the orbital gap, the calculation gives 8.397 eV. As for the energy above the lowest of the compared OMol25 structures with the same formula, charge and spin: 4.288 eV.

Geometry (Å):
C  0.615  -0.152  -1.732
C  -0.738  -0.232  -2.424
N  1.287  -1.337  -1.601
H  1.021  -1.614  -0.218
H  2.285  -1.154  -1.496
H  1.208  0.728  -2.009
H  0.321  0.187  -0.565
H  -0.602  -0.402  -3.494
H  -1.310  0.688  -2.286
H  -1.315  -1.062  -2.015
C  -1.009  0.456  1.187
C  0.401  0.069  0.947
N  1.414  1.009  1.210
C  -1.412  1.551  1.843
C  0.775  -1.318  0.985
O  -1.871  -0.451  0.631
H  -2.779  -0.197  0.829
H  2.042  0.778  1.963
H  1.133  1.977  1.216
H  -0.707  2.218  2.314
H  -2.464  1.783  1.960
H  -0.016  -2.001  1.274
H  1.722  -1.526  1.480

Atom charges from the Mulliken analysis, given in e for atoms 1 to 6: atom 1 (C): 0.30, atom 2 (C): -1.19, atom 3 (N): -0.84, atom 4 (H): 0.43, atom 5 (H): 0.29, atom 6 (H): 0.38

Here is a structure of composition C11H25ClIN2OP2V from the OMol25 dataset. Energies are from the ωB97M-V functional and the def2-TZVPD basis.

As for the spin multiplicity: 3. As for the HOMO energy (alpha / beta): -0.520 / -0.518 hartree. As for the expectation value of S²: 2.03. The lowest unoccupied orbital energy (alpha / beta) is -8.05 / -8.05 eV. For the orbital gap (alpha / beta), the calculation gives 6.092 / 6.053 eV. As for the energy above the lowest of the compared OMol25 structures with the same formula, charge and spin: 0.000 eV. Its net charge is +2.

Geometry (Å):
C  5.501  -0.598  1.176
C  4.243  -0.642  1.879
H  6.364  -0.776  1.850
H  5.589  0.404  0.704
H  5.473  -1.376  0.383
O  3.180  -0.660  2.371
I  2.550  0.176  -1.962
V  0.250  0.157  -0.999
P  -0.123  -2.197  -0.362
C  -1.337  -2.857  0.846
C  -0.823  -2.766  -1.964
H  -0.652  -3.846  -2.067
H  0.998  -4.335  -0.390
H  -0.341  -2.222  -2.787
H  2.123  -2.972  -0.716
H  -2.307  -2.346  0.758
H  -1.901  -2.563  -1.997
C  1.282  -3.313  -0.106
H  -1.481  -3.939  0.683
H  1.566  -3.289  0.952
H  -0.942  -2.692  1.860
P  0.171  2.191  0.403
C  -0.931  2.548  1.827
C  1.715  2.987  0.945
H  -0.063  3.057  -1.857
H  -0.151  4.366  -0.625
H  -1.553  3.297  -0.915
C  -0.459  3.344  -0.876
H  2.497  2.790  0.204
H  1.552  4.070  1.046
H  -0.916  3.628  2.053
H  -0.567  1.986  2.699
H  2.010  2.564  1.914
H  -1.964  2.235  1.617
Cl  -0.284  0.570  -3.184
N  -3.991  0.328  0.142
C  -4.132  0.447  -1.236
C  -2.861  0.377  -1.741
N  -1.949  0.238  -0.695
C  -2.662  0.198  0.423
H  -4.753  0.333  0.819
H  -5.081  0.566  -1.743
H  -2.524  0.436  -2.771
H  -2.316  0.095  1.442

Atom charges from the Mulliken analysis, given in e for atoms 1 to 6: atom 1 (C): -0.66, atom 2 (C): 0.72, atom 3 (H): 0.38, atom 4 (H): 0.32, atom 5 (H): 0.32, atom 6 (O): -0.11

Here is a structure of composition C35H25N8PS2Sr from the OMol25 dataset. Energies are from the ωB97M-V functional and the def2-TZVPD basis.

As for the HOMO energy: -0.252 hartree. The lowest unoccupied orbital energy is -1.63 eV. For the orbital gap, the calculation gives 5.227 eV.

Geometry (Å):
Sr  0.073  0.728  -0.351
C  -4.882  0.386  0.460
C  -3.657  0.581  -0.158
N  -2.512  0.271  0.440
C  -2.582  -0.245  1.681
C  -3.838  -0.478  2.267
N  -4.966  -0.161  1.671
C  -1.327  -0.591  2.344
C  -1.262  -0.863  3.708
C  -0.056  -1.287  4.265
C  1.068  -1.299  3.439
C  0.938  -0.920  2.105
N  -0.243  -0.638  1.567
C  2.100  -0.788  1.222
C  3.353  -0.416  1.706
N  4.397  -0.269  0.907
C  4.205  -0.461  -0.384
C  2.945  -0.776  -0.890
N  1.903  -0.974  -0.090
C  0.002  -1.744  5.657
C  -1.128  -2.308  6.254
C  -1.030  -2.774  7.554
N  0.086  -2.736  8.261
C  1.157  -2.202  7.700
C  1.171  -1.686  6.415
H  -5.817  0.664  -0.005
H  -3.583  0.989  -1.160
H  -3.941  -0.945  3.237
H  -2.127  -0.736  4.338
H  2.026  -1.620  3.815
H  3.522  -0.185  2.748
H  5.063  -0.331  -1.025
H  2.787  -0.932  -1.949
H  -2.054  -2.405  5.705
H  -1.891  -3.202  8.051
H  2.047  -2.189  8.314
H  2.066  -1.234  6.016
S  2.285  1.923  -1.420
C  2.535  2.513  0.177
S  1.319  2.390  1.381
C  3.746  3.111  0.502
C  4.784  3.187  -0.434
N  5.626  3.215  -1.219
C  3.938  3.676  1.767
N  4.056  4.145  2.812
C  -1.865  -1.881  -2.864
P  -1.024  -0.254  -3.030
C  -2.307  0.746  -3.860
C  -3.045  0.223  -4.917
C  -4.039  0.977  -5.511
C  -4.284  2.270  -5.077
C  -3.522  2.815  -4.056
C  -2.543  2.051  -3.439
C  0.119  -0.527  -4.419
C  0.343  0.498  -5.333
C  1.217  0.311  -6.387
C  1.890  -0.893  -6.526
C  1.707  -1.899  -5.591
C  0.832  -1.717  -4.535
H  -1.202  -2.575  -2.349
H  -2.148  -2.293  -3.833
H  -2.751  -1.735  -2.247
H  -2.828  -0.769  -5.284
H  -4.620  0.554  -6.315
H  -5.067  2.853  -5.540
H  -3.687  3.835  -3.738
H  -1.944  2.473  -2.632
H  -0.171  1.442  -5.215
H  1.376  1.105  -7.100
H  2.559  -1.044  -7.359
H  2.250  -2.829  -5.686
H  0.705  -2.498  -3.798

Atom charges from the Mulliken analysis, given in e for atoms 1 to 6: atom 1 (Sr): 1.13, atom 2 (C): -0.51, atom 3 (C): -0.35, atom 4 (N): 0.33, atom 5 (C): -0.04, atom 6 (C): -0.48

Here is an isolated molecule of C3H6ClNS from the OMol25 dataset. Energies are from the ωB97M-V functional and the def2-TZVPD basis.

As for the HOMO energy: -0.329 hartree. The lowest unoccupied orbital energy is 0.79 eV. For the orbital gap, the calculation gives 9.741 eV. As for the energy above the lowest of the compared OMol25 structures with the same formula, charge and spin: 3.402 eV. The structure (SMILES) is CS/N=C\CCl.

Geometry (Å):
C  2.522  -0.192  0.214
S  0.606  -0.558  -0.123
N  -0.045  0.897  -0.028
C  -1.373  0.998  -0.029
C  -1.886  -0.271  -0.139
Cl  -3.638  -0.356  0.122
H  2.708  -0.041  1.416
H  2.936  -1.160  -0.159
H  3.139  0.537  -0.436
H  -2.046  1.815  -0.027
H  -1.252  -1.177  0.359
H  -1.671  -0.491  -1.170

Atom charges from the Mulliken analysis, given in e for atoms 1 to 6: atom 1 (C): -0.79, atom 2 (S): 0.02, atom 3 (N): -0.46, atom 4 (C): -0.06, atom 5 (C): -0.39, atom 6 (Cl): -0.22